Entry from the Open Molecules 2025 dataset: a structure of composition C11H9MnNO4 at a distorted geometry (ωB97M-V/def2-TZVPD).

Calculated values
**DFT total energy**: -1930.424679 Eh
**Charge**: +2
**Lowest unoccupied orbital energy (spin up / spin down)**: -8.28 / -11.39 eV
**Frontier orbital gap (spin up / spin down)**: 0.314 / 0.211 Ha
**Multiplicity**: 6

Cartesian coordinates (Å):
Mn: 0.56 -1.38 0.28
C: 0.10 -1.50 1.96
O: -0.14 -1.43 3.11
C: 1.23 -3.08 0.26
O: 1.53 -4.22 0.23
C: 2.20 -0.59 0.61
O: 3.30 -0.31 0.88
C: -0.99 -1.88 -0.61
O: -2.02 -1.97 -1.14
C: 1.07 -0.39 -1.98
H: 0.06 -0.09 -2.37
H: 1.76 0.48 -1.80
C: 1.48 -1.64 -1.94
H: 2.55 -1.92 -1.78
H: 0.89 -2.49 -2.38
C: -1.83 3.07 0.74
C: -2.43 1.85 1.07
C: -1.71 0.67 0.89
N: -0.44 0.67 0.43
C: 0.15 1.84 0.12
C: -0.52 3.06 0.25
H: -2.38 4.01 0.86
H: -3.44 1.78 1.46
H: -2.16 -0.30 1.14
H: 1.17 1.80 -0.25
H: -0.01 3.96 -0.04

=====

Entry from the Open Molecules 2025 dataset: the molecule C7H6 at a distorted geometry (ωB97M-V/def2-TZVPD).

Calculated values
**DFT total energy**: -270.076508 Eh
**Charge**: 0
**Lowest unoccupied orbital energy**: 1.17 eV
**Relative energy (zero: lowest compared OMol25 entry of this formula, charge and spin)**: 100.1 kcal/mol
**Frontier orbital gap**: 0.330 Ha

Cartesian coordinates (Å):
C: -1.41 0.39 0.20
C: -0.50 1.38 0.00
C: 0.91 1.02 -0.11
C: 1.67 0.04 -0.93
C: 1.48 0.11 0.90
C: 0.70 -0.63 0.00
C: -0.77 -0.96 -0.07
H: -2.38 0.33 0.51
H: -0.71 2.38 -0.21
H: 2.63 -0.04 -1.40
H: 2.22 -0.01 1.68
H: -1.26 -1.67 0.57
H: -1.04 -1.46 -1.07

=====

Entry from the Open Molecules 2025 dataset: a structure of composition C45H54GeN3O3OsP at a distorted geometry (ωB97M-V/def2-TZVPD).

Calculated values
**DFT total energy**: -4645.836231 Eh
**Charge**: +1
**Lowest unoccupied orbital energy (spin up / spin down)**: -4.31 / -4.62 eV
**Frontier orbital gap (spin up / spin down)**: 0.228 / 0.220 Ha
**Multiplicity**: 2

Cartesian coordinates (Å):
Os: -0.37 -0.31 0.14
C: -4.58 -0.62 -1.07
O: -5.11 -0.69 0.25
C: -4.39 -0.56 1.38
C: -5.14 -0.47 2.54
C: -4.56 -0.33 3.79
C: -3.19 -0.28 3.89
C: -2.38 -0.37 2.75
C: -0.96 -0.31 2.98
N: -0.03 -0.54 2.11
N: 1.29 -0.49 2.48
C: 2.08 -0.43 1.45
O: 1.64 -0.38 0.21
C: 3.54 -0.36 1.65
C: 4.37 -0.21 0.54
C: 5.74 -0.10 0.72
C: 6.28 -0.14 2.00
C: 5.45 -0.32 3.10
C: 4.08 -0.43 2.93
C: -2.98 -0.52 1.47
O: -2.27 -0.60 0.35
H: -5.44 -0.69 -1.72
H: -3.89 -1.44 -1.28
H: -4.08 0.34 -1.24
H: -6.22 -0.51 2.43
H: -5.18 -0.28 4.67
H: -2.71 -0.17 4.86
H: -0.63 -0.09 3.99
H: 3.94 -0.18 -0.45
H: 6.39 0.02 -0.14
H: 7.35 -0.04 2.14
H: 5.87 -0.37 4.10
H: 3.42 -0.57 3.78
C: -1.21 2.69 -3.14
C: 0.16 2.97 -2.50
C: 1.06 1.78 -2.86
C: 0.74 4.26 -3.09
P: -0.11 3.05 -0.62
N: -0.39 1.53 -0.12
C: -1.65 4.02 -0.17
C: -1.64 4.23 1.35
C: -2.90 3.17 -0.49
C: -1.73 5.38 -0.87
C: 1.42 3.66 0.27
C: 1.63 5.17 0.14
C: 2.62 2.91 -0.34
C: 1.37 3.27 1.76
H: -1.06 2.47 -4.19
H: -1.88 3.55 -3.08
H: -1.70 1.83 -2.68
H: 0.89 1.52 -3.90
H: 0.84 0.90 -2.26
H: 2.12 2.01 -2.75
H: 0.74 4.17 -4.18
H: 1.77 4.42 -2.78
H: 0.15 5.14 -2.83
H: -1.47 3.30 1.89
H: -2.62 4.61 1.65
H: -0.90 4.97 1.66
H: -2.71 2.11 -0.32
H: -3.26 3.31 -1.51
H: -3.71 3.46 0.18
H: -0.85 5.99 -0.69
H: -2.60 5.91 -0.46
H: -1.88 5.29 -1.94
H: 1.60 5.52 -0.89
H: 2.61 5.42 0.55
H: 0.89 5.73 0.72
H: 2.89 3.30 -1.32
H: 2.43 1.84 -0.42
H: 3.48 3.04 0.32
H: 0.70 3.89 2.34
H: 2.37 3.38 2.17
H: 1.08 2.22 1.89
C: 1.74 -3.31 -4.71
C: 1.53 -2.04 -4.20
C: 1.01 -1.88 -2.93
C: 0.68 -2.99 -2.15
C: 0.89 -4.27 -2.68
C: 1.42 -4.43 -3.95
Ge: -0.10 -2.81 -0.36
C: -1.78 -3.81 -0.36
C: -2.14 -4.72 0.63
C: -3.35 -5.40 0.57
C: -4.22 -5.17 -0.48
C: -3.87 -4.27 -1.49
C: -2.66 -3.60 -1.42
C: 1.15 -3.58 0.94
C: 0.79 -3.82 2.27
C: 1.69 -4.38 3.16
C: 2.97 -4.70 2.74
C: 3.35 -4.45 1.43
C: 2.45 -3.89 0.54
H: 2.15 -3.43 -5.71
H: 1.78 -1.17 -4.80
H: 0.86 -0.88 -2.53
H: 0.64 -5.14 -2.09
H: 1.58 -5.42 -4.35
H: -1.46 -4.94 1.45
H: -3.61 -6.11 1.35
H: -5.17 -5.69 -0.53
H: -4.54 -4.10 -2.32
H: -2.38 -2.93 -2.23
H: -0.20 -3.54 2.63
H: 1.39 -4.56 4.19
H: 3.68 -5.15 3.44
H: 4.36 -4.69 1.10
H: 2.76 -3.70 -0.48

=====

Entry from the Open Molecules 2025 dataset: a cluster of 2 separate species, C6H14O2 in total at a distorted geometry (ωB97M-V/def2-TZVPD).

Calculated values
**DFT total energy**: -387.437785 Eh
**Charge**: 0
**Lowest unoccupied orbital energy**: 0.96 eV
**Relative energy (zero: lowest compared OMol25 entry of this formula, charge and spin)**: 43.8 kcal/mol
**Frontier orbital gap**: 0.365 Ha

Cartesian coordinates (Å):
C: -2.69 0.58 0.84
C: -1.38 1.30 0.88
C: -0.25 0.82 0.36
C: 1.08 1.53 0.53
C: 2.25 0.78 -0.14
C: 2.55 1.19 -1.58
O: 2.35 0.15 -2.55
H: -2.80 -0.30 1.49
H: -3.57 1.20 0.96
H: -2.82 0.11 -0.14
H: -1.31 2.21 1.47
H: -0.33 -0.02 -0.31
H: 1.01 2.50 0.03
H: 1.28 1.69 1.58
H: 3.15 0.85 0.47
H: 2.05 -0.28 -0.08
H: 1.89 1.99 -1.88
H: 3.60 1.50 -1.66
H: 2.95 -0.57 -2.35
O: -2.91 -5.43 0.47
H: -2.49 -6.30 0.49
H: -3.60 -5.49 1.15

=====

Entry from the Open Molecules 2025 dataset: the molecule C8H12F3O3P at a distorted geometry (ωB97M-V/def2-TZVPD).

Calculated values
**DFT total energy**: -1178.749010 Eh
**Charge**: 0
**Lowest unoccupied orbital energy**: 0.44 eV
**Relative energy (zero: lowest compared OMol25 entry of this formula, charge and spin)**: 0.0 kcal/mol
**Frontier orbital gap**: 0.412 Ha

Cartesian coordinates (Å):
C: -1.35 -1.96 -2.64
C: -0.54 -0.70 -2.41
O: -1.29 0.24 -1.64
P: -1.10 0.46 -0.09
O: -2.18 1.21 0.53
O: -0.85 -1.02 0.48
C: -1.19 -1.28 1.83
C: -0.17 -0.69 2.79
C: 0.51 1.30 0.07
C: 0.82 2.56 0.42
C: 2.32 2.35 0.35
F: 2.99 3.10 -0.57
C: 1.96 0.91 -0.11
F: 2.34 0.57 -1.36
F: 2.42 -0.08 0.70
H: -1.55 -2.44 -1.68
H: -2.30 -1.72 -3.11
H: -0.80 -2.64 -3.27
H: -0.33 -0.20 -3.36
H: 0.40 -0.94 -1.91
H: -2.18 -0.86 2.03
H: -1.23 -2.37 1.92
H: 0.83 -1.04 2.55
H: -0.19 0.40 2.71
H: -0.42 -0.98 3.81
H: 0.23 3.42 0.67
H: 2.87 2.40 1.29

=====

Entry from the Open Molecules 2025 dataset: a structure of composition C21H30Cl3IrN3OS2 (ωB97M-V/def2-TZVPD).

Calculated values
**DFT total energy**: -3338.720366 Eh
**Charge**: +1
**Lowest unoccupied orbital energy (spin up / spin down)**: -2.53 / -5.06 eV
**Frontier orbital gap (spin up / spin down)**: 0.297 / 0.226 Ha
**Multiplicity**: 5

Cartesian coordinates (Å):
Ir: -0.34 -0.27 0.65
C: -0.40 2.33 4.56
C: -0.33 1.79 3.15
S: -0.66 0.14 2.98
C: -0.07 2.62 2.07
C: 0.13 4.11 2.24
S: 0.00 2.08 0.44
H: -0.48 1.51 5.28
H: -1.27 2.98 4.70
H: 0.49 2.91 4.81
H: 0.15 4.42 3.28
H: -0.68 4.65 1.74
H: 1.06 4.43 1.76
C: 5.41 1.25 4.53
C: 5.62 -0.24 4.88
C: 5.43 -0.37 6.40
C: 7.06 -0.63 4.54
C: 4.59 -1.14 4.12
O: 3.26 -0.65 4.29
C: 4.67 -2.60 4.57
C: 3.67 -3.60 3.98
C: 2.22 -3.38 4.34
C: 1.80 -3.30 5.67
C: 0.47 -3.06 5.99
C: -0.47 -2.93 4.98
Cl: -2.13 -2.62 5.37
C: -0.08 -3.05 3.66
C: 1.26 -3.27 3.35
C: 4.84 -1.02 2.59
N: 3.63 -1.17 1.76
C: 2.56 -0.41 1.76
N: 1.70 -0.89 0.87
C: 2.32 -1.99 0.34
N: 3.50 -2.20 0.86
H: 6.00 1.87 5.20
H: 4.36 1.55 4.63
H: 5.74 1.49 3.51
H: 6.03 0.39 6.90
H: 5.76 -1.34 6.78
H: 4.39 -0.21 6.72
H: 7.75 0.02 5.09
H: 7.29 -0.50 3.47
H: 7.29 -1.66 4.82
H: 2.97 -0.81 5.20
H: 4.57 -2.62 5.66
H: 5.68 -2.97 4.36
H: 3.98 -4.59 4.33
H: 3.76 -3.64 2.89
H: 2.52 -3.42 6.48
H: 0.15 -2.99 7.03
H: -0.83 -2.97 2.87
H: 1.55 -3.36 2.31
H: 5.53 -1.77 2.25
H: 5.26 -0.05 2.36
H: 2.41 0.45 2.40
H: 1.90 -2.62 -0.43
Cl: -2.43 -0.89 -0.50
C: -3.89 -0.25 0.36
Cl: -3.86 1.49 0.51
H: -3.91 -0.69 1.34
H: -4.74 -0.54 -0.23